Entry 1:
{
  "formula": "C5H11BrO2",
  "method": "wB97M-V/def2-TZVPD",
  "smiles": "CC(C)(O)[C@H](Br)CO",
  "total_energy_ev": -79499.738,
  "relative_energy_kj_mol": 12.7,
  "total_charge": 0,
  "homo_lumo_gap_ha": 0.380,
  "symbols": ["Br", "O", "O", "C", "C", "C", "C", "C", "H", "H", "H", "H", "H", "H", "H", "H", "H", "H", "H"],
  "coordinates": [[-3.01856, 0.50524, 0.09534], [-0.58376, 1.99162, -0.50595], [-1.64345, -2.58495, -1.11843], [0.14707, 0.67351, 1.37639], [1.17434, 0.32063, -0.83721], [-1.30139, -0.20514, -0.53133], [-1.16909, -1.64512, -0.17106], [-0.10822, 0.72790, -0.14378], [-0.38399, 2.27365, -1.41455], [-0.72901, 0.97308, 1.97463], [1.55022, 1.27762, -1.14135], [-1.71018, -1.89333, 0.83206], [1.16961, -0.43543, -1.70009], [-1.48192, -0.15111, -1.57914], [-0.08317, -1.80803, 0.03006], [0.44788, -0.40576, 1.56430], [-1.30710, -3.40963, -0.98035], [1.84337, -0.19246, -0.19442], [1.04231, 1.34807, 1.45802]]
}

=====

Entry 2:
{
  "formula": "C5H11BrOSSi",
  "method": "wB97M-V/def2-TZVPD",
  "total_energy_ev": -96163.025,
  "relative_energy_kj_mol": 209.6,
  "total_charge": 0,
  "homo_lumo_gap_ha": [0.296, 0.278],
  "symbols": ["Br", "S", "Si", "O", "C", "C", "C", "C", "C", "H", "H", "H", "H", "H", "H", "H", "H", "H", "H", "H"],
  "coordinates": [[-0.75375, 2.78324, 0.08187], [-0.80990, -0.03245, 1.66407], [0.90521, -0.37368, 0.22355], [-4.62497, 0.18344, -0.72475], [2.34270, 0.79786, 0.66225], [1.61533, -2.22024, 0.63223], [-0.07225, -0.39925, -1.34798], [-1.59004, 1.33788, 1.05616], [-3.63874, 0.76500, -1.09349], [0.58629, -0.98686, -2.13521], [2.49546, -2.27037, 1.26662], [0.98957, -2.94742, 1.08231], [-3.57026, 1.58996, -1.87928], [-0.33610, 0.60250, -1.76993], [-1.10584, -0.98895, -1.35413], [-2.17222, 1.77921, 1.81631], [1.82581, -2.57165, -0.38430], [2.96576, 0.71435, -0.26049], [2.03199, 1.78545, 0.96548], [2.91596, 0.45199, 1.49872]]
}

=====

Entry 3:
{
  "formula": "C5H11ClN3O",
  "method": "wB97M-V/def2-TZVPD",
  "smiles": "CC(C)N1NC=[NH+][C@]1(O)Cl",
  "total_energy_ev": -24394.530,
  "relative_energy_kj_mol": 163.1,
  "total_charge": 1,
  "homo_lumo_gap_ha": 0.346,
  "symbols": ["Cl", "O", "N", "N", "N", "C", "C", "C", "C", "C", "H", "H", "H", "H", "H", "H", "H", "H", "H", "H", "H"],
  "coordinates": [[3.09832, -1.00382, -0.31777], [1.67537, -0.05421, 1.69339], [1.97256, 1.45056, -0.09006], [0.34221, -0.25674, -0.55283], [0.04803, 0.99135, -1.06851], [-0.74361, -0.86089, 0.22173], [1.87155, 0.10747, 0.34672], [-1.67237, -1.59558, -0.79211], [1.06554, 1.80576, -1.01211], [-1.60649, 0.15637, 0.98099], [-0.11623, -1.45881, 0.86566], [-1.06056, 0.85851, 1.63394], [2.64731, 2.07789, 0.40879], [-2.30813, -2.26644, -0.24926], [2.15607, -0.93850, 2.03495], [1.22248, 2.78899, -1.39120], [-2.15932, 0.91756, 0.38325], [-2.33486, -0.96481, -1.40179], [-2.45383, -0.44520, 1.56771], [-0.51312, 0.88577, -1.86266], [-1.13091, -2.19523, -1.39884]]
}

=====

Entry 4:
{
  "formula": "C5H11ClN3O",
  "method": "wB97M-V/def2-TZVPD",
  "total_energy_ev": -24396.220,
  "relative_energy_kj_mol": 0.0,
  "total_charge": 1,
  "homo_lumo_gap_ha": 0.421,
  "symbols": ["Cl", "O", "N", "N", "N", "C", "C", "C", "C", "C", "H", "H", "H", "H", "H", "H", "H", "H", "H", "H", "H"],
  "coordinates": [[3.42036, -0.79794, 0.26424], [-1.73402, 1.56972, 1.05104], [0.03492, 2.66066, -0.03224], [0.03508, 0.45658, -0.12164], [1.12249, 0.92930, -0.78606], [1.09815, 2.32309, -0.68902], [-0.58220, 1.48003, 0.35837], [-0.36974, -1.00196, -0.10154], [-0.65244, -1.62390, 1.26186], [-1.45644, -1.21304, -1.09716], [-0.10640, -1.15646, 2.01019], [-0.36905, -2.67635, 1.30878], [-1.67039, -1.53456, 1.57828], [0.57021, -1.41507, -0.49771], [-1.69420, -2.23735, -1.16474], [-2.11181, 2.54291, 1.11884], [1.90305, 0.32355, -0.88312], [1.78541, 2.91480, -1.14340], [4.41892, -0.01339, 0.09118], [-2.35157, -0.89473, -0.51754], [-1.29030, -0.63588, -2.00861]]
}

=====

Entry 5:
{
  "formula": "C5H11ClS3",
  "method": "wB97M-V/def2-TZVPD",
  "total_energy_ev": -50388.449,
  "total_charge": 0,
  "homo_lumo_gap_ha": 0.325,
  "symbols": ["Cl", "S", "S", "S", "C", "C", "C", "C", "C", "H", "H", "H", "H", "H", "H", "H", "H", "H", "H", "H"],
  "coordinates": [[0.50859, 1.30586, -1.28580], [1.91227, -1.71954, 1.47925], [-2.44352, 1.85160, -1.44962], [-0.59020, -2.13504, 0.23467], [-0.99300, 1.65570, -0.46098], [0.87767, -1.34826, 0.23430], [-1.94378, 3.23439, -2.30766], [-0.96411, -3.27664, 1.61312], [3.43332, -0.93578, 0.92340], [-1.30284, 0.98990, 0.32734], [3.48179, -0.12314, 1.58027], [-0.70958, -2.94495, 2.52058], [4.34457, -1.51206, 1.13239], [-2.05221, -3.52914, 1.45075], [-0.91480, 2.64613, 0.05382], [3.33932, -0.64668, -0.16752], [-1.39413, 3.84528, -1.56922], [-0.44406, -4.24945, 1.64506], [-1.35012, 3.06806, -3.28477], [-2.79518, 3.82375, -2.66938]]
}

=====

Entry 6:
{
  "formula": "C5H11ClSi",
  "method": "wB97M-V/def2-TZVPD",
  "total_energy_ev": -25760.211,
  "relative_energy_kj_mol": 372.4,
  "total_charge": 0,
  "homo_lumo_gap_ha": 0.285,
  "symbols": ["Cl", "Si", "C", "C", "C", "C", "C", "H", "H", "H", "H", "H", "H", "H", "H", "H", "H", "H"],
  "coordinates": [[1.50858, 1.74595, 1.78648], [-1.16472, 0.92674, 0.34582], [-1.65479, -0.01601, 1.89143], [1.20470, 0.51128, -1.57767], [1.10567, -1.07075, -0.14150], [1.13737, -1.03359, -1.67312], [0.44513, 0.19855, -0.30126], [0.35008, -1.42039, -2.18642], [0.64363, 1.16628, -2.17252], [-1.00359, 0.26620, 2.66855], [-1.89065, 0.24574, -0.84988], [2.10137, -1.24811, 0.27688], [-1.70620, -1.09122, 1.58559], [2.21596, 0.80841, -1.33903], [2.04860, -1.39711, -2.22944], [-2.71694, 0.28348, 2.27208], [-1.15374, 2.36363, 0.09778], [0.41686, -1.75708, 0.35369]]
}